1.
# C14H24NO2

A gas-phase ion, C14H24NO2 (charge +1) in a non-equilibrium geometry (ωB97M-V with the def2-TZVPD basis set, OMol25).

Atoms and positions in Å:
1 C 0.7706 1.3754 2.8549
2 H -0.3738 -1.4988 -2.2366
3 H 3.1139 2.3910 2.0087
4 H 0.9453 -0.5854 -1.7982
5 C 1.8310 0.8992 1.9376
6 O 1.1631 0.3267 0.8855
7 H -0.4608 3.0552 -2.9643
8 H 0.3057 2.0088 2.1552
9 C 0.0332 -0.8406 -1.4195
10 H 2.0566 2.6073 0.6141
11 H 0.9437 1.9975 -2.3716
12 C -0.1838 -3.2026 -0.1480
13 H -3.5816 -0.0620 -1.6622
14 H -0.7262 -3.5742 -1.0666
15 C 0.0991 -3.6673 1.0272
16 H -3.4685 0.2420 -3.1735
17 H -4.5687 1.1600 -2.4314
18 C 0.4265 -3.2519 2.1271
19 H -0.8072 0.7734 -3.1284
20 H 1.2921 -1.5621 2.8972
21 N -0.7887 0.3890 -0.8864
22 O 0.0106 2.8660 -0.9600
23 H 0.0628 3.8120 -0.6212
24 H -2.7290 2.1129 -1.1207
25 C -1.0147 1.2826 -2.1385
26 H -2.4424 2.5917 -2.9977
27 H 3.2160 1.4960 0.4810
28 C 2.5892 1.9395 0.9880
29 C -3.5976 0.6792 -2.2966
30 C 1.0328 -1.9086 2.0525
31 H 0.1257 0.6291 3.4363
32 H -1.5912 -0.0325 -0.7264
33 H 2.6396 0.3124 2.3871
34 C 0.0715 -1.9044 -0.1897
35 H -0.1517 0.7901 -0.4497
36 C 0.0067 2.4249 -2.1009
37 C 0.7200 -1.1325 1.1097
38 H -0.4424 -4.7546 1.1137
39 C -2.4757 1.8016 -2.1964
40 H 1.3876 1.9813 3.5839
41 H 0.6180 -3.7868 3.1929

## Properties
structure (SMILES)	CC[C@@H](CO)[NH2+]Cc1ccccc1OC(C)C
charge	+1
relative energy (zero: lowest compared OMol25 entry of this formula, charge and spin)	287.8	kcal/mol

---

2.
# C9H51N3O27S

21 unconnected molecules or ions with the total composition C9H51N3O27S in a non-equilibrium geometry (ωB97M-V with the def2-TZVPD basis set, OMol25).

Atoms and positions in Å:
1 O -1.1787 2.0840 3.1819
2 H 0.5074 -2.9584 -5.0471
3 C -0.1832 1.5076 2.2992
4 O -1.0712 -1.1954 -0.2329
5 H 2.9680 -0.9079 2.2573
6 H -1.5082 -1.6078 -2.6659
7 H -2.9517 0.8319 5.7670
8 H -3.7629 -2.5452 2.6720
9 H 1.2878 3.6016 4.7271
10 H 1.6989 0.6534 0.1421
11 O -3.5115 2.7224 0.0812
12 O -2.8245 0.6676 4.7768
13 H -3.8167 -2.4794 4.5499
14 O 3.4078 0.9393 -3.9094
15 H -3.3680 1.3851 -1.1090
16 O 4.1078 -0.6831 1.0909
17 O -0.2846 -1.3736 5.2898
18 C 0.6483 0.6368 -0.2815
19 H 2.6700 0.2869 -3.6779
20 O -2.2929 -3.0971 -5.2941
21 H -1.6559 1.3251 3.6840
22 O 2.2796 -1.2441 2.9182
23 H -0.1681 -0.5637 -6.4684
24 C -0.9109 0.2755 1.7118
25 O 0.0755 1.9211 -0.0674
26 O 4.5179 4.2727 3.1475
27 H -2.3158 -2.6984 -3.5844
28 H 3.7482 2.4794 -2.5536
29 H -0.6081 -3.5805 -1.4979
30 O -1.7649 -2.5835 -2.7436
31 H 2.9847 1.7593 -4.3246
32 C -0.1370 -0.4353 0.6165
33 O 0.2207 -6.1854 -3.6815
34 O 2.1203 3.1495 2.8310
35 O -1.6971 0.6528 -4.1298
36 H -1.8847 0.6609 1.3505
37 H -1.9549 -1.2533 2.3983
38 H -2.7927 -0.3322 4.6247
39 H -3.5287 3.6789 -0.2484
40 H -2.1785 0.7091 -3.2416
41 H 0.1743 -1.1457 -3.3904
42 C 1.7857 2.9459 1.5351
43 H -3.0269 -3.4084 1.4894
44 H 3.4282 2.9462 -1.0157
45 H 0.9280 2.4135 5.7968
46 H -1.5949 1.5916 -4.4930
47 C 1.1563 -1.2981 -3.0053
48 O -2.9315 -2.2634 4.9898
49 O -3.1514 0.4478 -1.4224
50 O 2.5564 3.0599 0.5330
51 C 0.2887 2.4703 1.2838
52 O 0.5935 3.9597 -2.3187
53 H 4.2511 -1.6551 0.8492
54 H 0.2116 3.2432 -1.7150
55 O -3.1869 -2.4740 1.8432
56 O -1.1708 -0.6940 2.7179
57 H 1.3527 4.4139 -1.8276
58 O 0.7747 0.4184 -1.7005
59 H 4.1051 -0.1427 0.2355
60 H -3.1031 -2.0800 5.9700
61 C 1.3587 -3.2828 -4.5131
62 H 0.7074 1.2051 2.8497
63 S 3.4301 -2.9750 -3.2037
64 O -0.3482 -3.6913 -0.5264
65 N 3.2355 -4.3872 -4.1014
66 H -0.3894 3.3155 1.4344
67 H -1.2788 -1.5607 5.3052
68 O 3.8326 3.2425 -1.8946
69 H 1.1246 -5.8469 -3.9849
70 H -4.3054 2.5857 0.6934
71 H 2.6252 -1.0644 3.8520
72 H -2.4753 4.8798 3.2121
73 H 3.1355 3.4354 2.8342
74 O -2.5351 4.3589 4.0775
75 H 0.0385 -1.4644 4.3353
76 C 1.8577 -2.4419 -3.5690
77 H -1.3973 -0.2251 -5.4389
78 O 1.1159 3.4034 5.7043
79 H 4.6389 4.5018 2.1694
80 N 2.1160 -4.4755 -4.6997
81 H -2.3790 0.1008 -0.8686
82 H -1.8013 -2.2711 -5.6100
83 H -0.8404 -2.1697 -0.2510
84 H 5.2870 4.6794 3.6640
85 N 1.7004 -0.6306 -2.0318
86 H -1.1482 -4.0565 -0.0259
87 O -1.0850 -0.8615 -6.1609
88 H -0.0367 -6.9674 -4.2698
89 H -1.8907 3.5808 4.0221
90 H -3.2509 -3.0352 -5.6138
91 H 0.6255 -1.1076 0.8964

---

3.
# C36H49BLuN11OS4

A molecular structure, C36H49BLuN11OS4 in a non-equilibrium geometry (ωB97M-V with the def2-TZVPD basis set, OMol25).

Atoms and positions in Å:
1 N -3.5259 -3.6093 0.0139
2 N 4.4761 -1.6462 0.0944
3 C -3.4289 -4.6651 -0.8074
4 H 3.0694 4.5293 2.6953
5 H -4.1718 -3.6134 0.8002
6 H 4.1174 -0.4302 3.0896
7 H 7.1853 -1.8998 -0.3276
8 H -2.9259 1.8139 -0.6384
9 H -2.0574 -0.4398 -4.0456
10 H 4.2672 -4.2318 -0.5430
11 C -3.4586 0.9827 -6.1594
12 C -2.5020 0.2783 -3.3823
13 C -1.5792 -3.9024 3.4959
14 N 1.2248 3.7642 1.9113
15 B 1.6968 0.1440 1.6877
16 H -0.0676 5.0689 3.8220
17 N -2.1389 0.4665 -2.1223
18 S 2.1570 -1.1692 -1.2496
19 N -1.8461 -2.4315 -1.1584
20 H -3.1550 -2.9532 5.3795
21 H 4.8815 -4.1165 -2.1887
22 C 0.4924 5.7197 3.1544
23 N -3.5290 1.0723 -3.7314
24 C -3.8419 1.8212 -2.6338
25 O 0.6535 1.2882 -2.1480
26 C 1.5006 5.9309 0.8533
27 N -0.2475 -1.8804 4.0615
28 C 3.2335 -1.1140 0.0739
29 C -2.4130 -2.2061 5.1140
30 C -0.4429 -3.6656 5.7005
31 C 5.1679 -2.3254 -1.0197
32 H -2.1959 -1.6223 6.0039
33 C 2.5124 3.6727 2.3856
34 H -2.1240 -3.3955 2.7046
35 H -2.4420 -5.4319 -2.5465
36 C -1.7489 -3.4618 -1.9713
37 H 0.3981 3.0703 -1.2073
38 H 7.0425 -3.2286 -1.4618
39 H 5.8502 -1.7881 -2.9905
40 H 2.4476 6.1708 1.3269
41 C 5.2923 -1.3333 -2.1786
42 N 1.8087 1.6435 1.9290
43 H -1.1927 6.0327 1.0719
44 N -6.6222 1.5262 -9.7050
45 H -6.1161 1.4982 -4.1124
46 C -6.1972 1.4928 -6.2409
47 C -6.1164 1.4440 -8.6826
48 H 0.9375 0.0320 0.7441
49 H 1.0046 6.8660 0.6159
50 H -1.0826 -4.4618 6.0699
51 H 1.5556 0.8035 4.4765
52 H -0.2035 -3.0120 6.5347
53 Lu -0.5014 -0.3284 -0.4866
54 C 4.0854 -0.7585 2.0715
55 H 3.7914 1.9105 2.6839
56 S 0.0783 -2.5081 1.3778
57 H 5.8249 -0.4404 -1.8576
58 H 0.4775 -4.1108 5.3299
59 C 6.5729 -2.7537 -0.6043
60 H 3.3752 -3.3057 -1.7561
61 C -5.5510 1.3946 -5.0251
62 H -0.7169 -4.4017 3.0661
63 H -0.7804 4.5921 0.1472
64 H -2.3946 0.8082 -6.1279
65 C -4.1823 1.1432 -4.9819
66 H -1.4772 4.4388 1.7625
67 H -3.5500 0.9598 -8.2976
68 H -0.0497 -0.8487 5.9310
69 H 1.3112 0.8838 -2.7380
70 H 4.3153 -1.0425 -2.5485
71 C 1.1360 2.6041 -1.8581
72 H -7.2581 1.6899 -6.2794
73 N 1.0428 -0.5353 2.8958
74 H -4.0583 -5.5201 -0.6007
75 N 2.9863 -0.5418 1.2789
76 C -2.5400 -4.6176 -1.8509
77 C -2.7689 -2.4774 -0.1527
78 H -2.8397 -1.5473 4.3593
79 C -1.1636 -2.9140 4.5774
80 H -2.2290 -4.6497 3.9411
81 C -0.8007 5.0220 1.1454
82 C 0.2568 -1.6371 2.8322
83 H 6.5533 -3.4753 0.2078
84 C 2.8712 2.3716 2.3924
85 C -5.4722 1.3367 -7.4226
86 H 1.2319 3.1895 -2.7733
87 C 1.0143 -0.0724 4.1830
88 C 0.2221 -0.8969 4.8992
89 H 5.9798 -1.7529 1.6299
90 C 5.0029 -1.4305 1.3420
91 H -4.6149 2.5611 -2.6409
92 H -1.0009 -3.3800 -2.7530
93 H 1.7025 5.4126 -0.0809
94 C 0.5931 5.0920 1.7607
95 S -2.9740 -1.1665 0.8490
96 H 2.1021 2.5612 -1.3477
97 S -0.7288 2.0065 1.0803
98 C 0.8042 2.5101 1.6371
99 H 1.4703 5.9084 3.5900
100 C -2.9801 1.4465 -1.6489
101 C 4.3667 -3.5721 -1.4028
102 H -0.0337 6.6671 3.0832
103 C -4.1016 1.0777 -7.3771

## Properties
charge	+2
relative energy (zero: lowest compared OMol25 entry of this formula, charge and spin)	0.0	kcal/mol

---

4.
# C32H35I2KN4O5

A molecular structure, C32H35I2KN4O5 (ωB97M-V with the def2-TZVPD basis set, OMol25).

Atoms and positions in Å:
1 H -2.0858 -2.2598 1.0860
2 C 4.5490 -0.2204 -1.5326
3 C -1.9081 -0.2578 2.9590
4 N -0.2487 -1.8202 -1.5026
5 H -3.9894 0.2293 2.7662
6 C 1.5016 4.0089 0.0665
7 C -4.4120 -1.2010 -2.7048
8 H 0.4496 -1.4709 -3.4338
9 C 0.9348 3.2637 -1.0448
10 O -3.0208 -1.3759 -0.7856
11 C 4.0070 -4.2285 4.3321
12 C 1.8904 5.9647 -1.3552
13 H -2.0908 2.1898 2.3475
14 H -3.7457 2.3370 1.7762
15 H 2.0936 0.7524 -3.6412
16 H 5.3016 -0.7666 3.2325
17 H -1.9119 0.2127 3.9507
18 H 2.3740 4.5886 3.0913
19 H -2.9157 -2.1043 3.3961
20 C 2.6196 0.2038 -2.8688
21 H 2.2503 6.9796 -1.4712
22 C -3.7005 -2.1718 -4.7751
23 H -1.3929 -3.5125 -1.2706
24 C -3.0843 0.2980 2.1538
25 C -1.0730 -2.8726 -2.0986
26 H 6.8694 -2.4195 4.2724
27 O 0.7334 2.7259 1.9116
28 H 5.5732 -0.0269 -1.2414
29 C -2.3005 -2.3734 -2.8205
30 H 4.4852 1.2225 -3.1343
31 C 1.2977 5.2803 -2.4281
32 H -1.4766 2.2471 0.2011
33 H 0.3886 3.4683 -3.1118
34 C 4.9609 -1.7434 3.5554
35 H -0.8986 -1.2829 -0.9386
36 C 2.7291 3.8938 2.3258
37 H 3.5627 4.3388 1.7889
38 C 3.6177 -2.0507 3.3697
39 H 4.2016 -1.6684 0.0205
40 H 1.1972 5.7719 -3.3915
41 H -2.2801 0.8519 -0.1046
42 C -2.5327 -2.6237 -4.1506
43 C 5.3473 -3.9143 4.5194
44 I -4.0335 -2.5834 -6.8063
45 H 2.4275 5.8390 0.6928
46 H -0.5495 -2.3411 1.6824
47 O 0.5831 2.0533 -1.0011
48 H -1.2296 -2.0730 3.8938
49 C 3.7881 -1.1390 -0.8330
50 K 0.9909 0.3805 0.8328
51 O 3.1827 0.0172 2.2848
52 N -2.3685 1.7795 0.2955
53 N 2.5110 -1.4060 -1.1151
54 H 0.0129 -0.0069 -2.5826
55 O 1.4591 -1.3766 2.6563
56 H -5.5468 -1.1127 -4.5129
57 C 3.9415 0.4684 -2.5775
58 C -1.9129 -1.7792 3.0929
59 C 1.9889 5.3109 -0.1476
60 C 0.4699 -0.9953 -2.4451
61 I -5.8333 -0.1437 -1.5942
62 C -4.6355 -1.4650 -4.0447
63 C -3.2379 -1.6221 -2.0109
64 C 0.8443 3.9983 -2.2824
65 C 1.9282 -0.7509 -2.1124
66 H 2.0986 -3.5174 3.6006
67 C 3.1470 -3.2988 3.7613
68 H -0.9486 0.0417 2.5270
69 C 2.6620 -1.0356 2.7164
70 H -1.8026 -3.1930 -4.7185
71 H -3.2734 -0.3160 1.2674
72 H 3.0577 2.9815 2.8269
73 C 5.8230 -2.6677 4.1299
74 C 1.5657 3.4849 1.4301
75 N -1.5266 -2.5152 1.8957
76 H 3.6326 -5.2023 4.6285
77 H -0.4533 -3.4796 -2.7631
78 H 6.0205 -4.6399 4.9630
79 C -2.8337 1.7343 1.6846

## Properties
charge	-2
relative energy (zero: lowest compared OMol25 entry of this formula, charge and spin)	20.0	kcal/mol

---

no.,highest occupied orbital energy (hartree)
1,-0.45095
2,-0.35013
3,-0.44870
4,-0.08714